Entry 1:
{
  "formula": "C20H17N5O2S",
  "method": "ωB97M-V with the def2-TZVPD basis set",
  "relative_energy_ev": 0.000,
  "e_lumo_ev": -0.3,
  "smiles": "COc1ccc(CNc2nc(-c3cccnc3)nn2C(=O)c2cccs2)cc1",
  "orbital_gap_ev": 7.99,
  "symbols": ["S", "O", "O", "N", "N", "N", "N", "N", "C", "C", "C", "C", "C", "C", "C", "C", "C", "C", "C", "C", "C", "C", "C", "C", "C", "C", "C", "C", "H", "H", "H", "H", "H", "H", "H", "H", "H", "H", "H", "H", "H", "H", "H", "H", "H"],
  "positions_angstrom": [[3.9108, -0.8895, -0.5049], [2.6608, 2.7808, 0.2400], [-5.3570, 0.0485, -1.1771], [1.5535, 0.8156, 0.3262], [1.4868, -0.5339, 0.1980], [-0.5122, 0.2424, 0.8564], [-2.1943, -3.5969, 0.6989], [0.0333, 2.5546, 0.9127], [0.2979, 1.2658, 0.7310], [-1.6481, -2.3970, 0.7098], [-2.3753, 2.2742, 0.6665], [0.2477, -0.8334, 0.5171], [3.8659, 0.8297, -0.3066], [-1.4111, -4.6401, 0.4753], [-3.4347, 1.5402, -1.3744], [-4.3583, 0.8022, -0.6425], [-4.2861, 0.8173, 0.7512], [5.0880, 1.4024, -0.5813], [2.6899, 1.5661, 0.0972], [-2.4587, 2.2683, -0.7171], [-1.2656, 3.0268, 1.3530], [-0.2849, -2.1777, 0.4978], [0.5319, -3.2817, 0.2578], [5.5623, -0.8102, -0.9518], [-3.3045, 1.5401, 1.3925], [-5.4466, -0.0565, -2.5764], [6.0570, 0.4615, -0.9505], [-0.0453, -4.5383, 0.2467], [7.0714, 0.7130, -1.2030], [-5.6470, 0.9143, -3.0422], [-1.9066, -5.6025, 0.4796], [-3.2516, 1.5255, 2.4708], [-3.4610, 1.5538, -2.4528], [6.0887, -1.7126, -1.1948], [-6.2836, -0.7259, -2.7687], [-1.7423, 2.8323, -1.2978], [-5.0073, 0.2387, 1.3062], [-2.3075, -1.5585, 0.8889], [-1.3585, 2.9077, 2.4395], [-1.3170, 4.0925, 1.1132], [0.5484, -5.4215, 0.0667], [1.5880, -3.1343, 0.0879], [5.2515, 2.4626, -0.5113], [0.8168, 3.1886, 0.8006], [-4.5355, -0.4854, -3.0062]],
  "atomic_forces_ev_per_a": [[1.06, -0.03, -0.31], [0.02, -0.22, -0.03], [0.05, 0.04, 0.32], [-1.11, 0.44, 0.37], [-0.31, -0.89, -0.04], [-0.25, 0.13, 0.26], [-0.49, -0.20, 0.07], [0.25, 0.56, -0.01], [0.46, -0.35, -0.16], [0.41, 0.38, -0.03], [-0.26, 0.28, -0.14], [0.81, 1.06, -0.10], [0.49, -0.50, -0.19], [0.18, -0.19, -0.05], [-0.19, -0.18, -0.24], [0.08, 0.05, 0.17], [-0.12, -0.09, -0.16], [-0.55, -0.01, 0.15], [-0.01, 0.47, 0.06], [-0.04, 0.10, 0.33], [-0.19, -0.17, 0.12], [-0.15, -0.71, -0.04], [-0.27, 0.14, 0.06], [-0.44, 0.10, 0.14], [-0.02, 0.18, -0.18], [-0.01, -0.01, -0.23], [0.18, -0.15, -0.07], [0.02, 0.07, 0.00], [0.17, 0.03, -0.04], [0.03, -0.04, 0.02], [0.06, -0.11, -0.02], [0.03, -0.03, 0.13], [-0.04, -0.02, -0.09], [0.14, -0.19, -0.06], [0.07, 0.05, -0.04], [0.09, 0.04, -0.07], [-0.09, -0.07, 0.08], [0.00, 0.11, 0.01], [-0.05, 0.09, -0.10], [0.04, -0.10, 0.09], [0.02, -0.07, -0.01], [0.11, -0.03, -0.02], [-0.01, 0.19, 0.02], [-0.12, -0.16, 0.01], [-0.03, 0.03, 0.01]]
}



Entry 2:
{
  "formula": "C27H40AlB3CaCl5F9MgN2NaO16S2",
  "method": "ωB97M-V with the def2-TZVPD basis set",
  "charge": 3,
  "e_lumo_ev": -10.2,
  "orbital_gap_ev": 1.36,
  "symbols": ["Ca", "Cl", "Cl", "Cl", "Cl", "Cl", "S", "S", "Al", "Mg", "Na", "F", "F", "F", "F", "F", "F", "F", "F", "F", "O", "O", "O", "O", "O", "O", "O", "O", "O", "O", "O", "O", "O", "O", "O", "O", "N", "N", "C", "C", "C", "C", "C", "C", "C", "C", "C", "C", "C", "C", "C", "C", "C", "C", "C", "C", "C", "C", "C", "C", "C", "C", "C", "C", "C", "B", "B", "B", "H", "H", "H", "H", "H", "H", "H", "H", "H", "H", "H", "H", "H", "H", "H", "H", "H", "H", "H", "H", "H", "H", "H", "H", "H", "H", "H", "H", "H", "H", "H", "H", "H", "H", "H", "H", "H", "H", "H", "H"],
  "positions_angstrom": [[-4.6425, 1.8513, 2.3595], [-2.0184, -2.6796, 0.1996], [-1.4648, 2.4193, -2.9745], [-0.5257, 0.3061, -3.6623], [-5.5009, -0.3140, -6.3073], [-4.0959, -2.8201, -6.8582], [-1.8881, 3.9020, 2.5801], [1.3263, -0.5453, -7.5490], [1.7650, 4.5569, 2.9447], [4.3739, -3.2259, 3.1980], [2.8568, -4.4147, 8.0105], [3.3881, -2.3861, 1.2543], [2.3575, -0.5165, 1.6989], [1.9551, -3.1103, -7.6128], [3.3752, 0.6607, 5.9905], [4.9868, -0.3520, 2.7681], [3.5639, -0.8575, 7.5596], [1.6563, 0.0786, 7.1310], [1.7676, -2.1957, -9.5537], [0.0015, -2.6598, -8.4132], [1.5885, 2.0902, 0.2548], [-0.7640, 1.0502, -0.1229], [2.1243, -1.6398, -1.1697], [-5.2818, -0.5915, -0.4321], [0.5427, 0.3024, -8.4102], [-2.4860, 3.7522, -0.5487], [4.0613, 1.2440, -4.1142], [3.4278, -0.7208, -4.6638], [-0.7360, -0.7407, 3.4378], [0.1687, -1.1543, 0.7714], [-5.1142, -2.5168, -2.5932], [-3.8798, -0.5777, -2.2050], [0.7540, -0.7163, -6.2223], [5.4857, -0.3435, -4.2541], [1.5854, -3.9943, -0.9784], [2.7315, -0.2025, -7.5191], [-3.0030, -1.4471, 2.8637], [4.3339, 0.0620, -4.3462], [-5.4274, -2.0517, -5.9869], [4.0561, 2.1144, 0.0080], [2.2137, -1.8296, 1.8005], [2.1130, -2.2029, 3.3055], [-4.6191, 3.9099, 1.5210], [5.0028, 2.0727, 1.2456], [1.5634, -3.6951, 5.1735], [-0.1095, 4.6433, -0.4055], [-4.0474, -1.9456, -2.6142], [2.5101, -1.2133, 4.2234], [-1.6840, -0.0015, -0.0370], [-3.1892, 0.3467, 0.0536], [-3.6986, 4.2144, 2.8166], [-4.1791, -0.3333, -0.9046], [0.9957, -2.3128, 0.9381], [-0.8159, 2.1254, 0.7629], [1.4726, -1.5287, -2.4512], [1.2604, -2.2104, -8.3234], [-1.7038, 2.1167, 2.0032], [2.7675, 2.9152, 0.2973], [1.6658, -3.4285, 3.8154], [0.6817, 2.3526, 1.2598], [1.9409, -2.6837, 6.0527], [-1.2190, -1.2133, 0.8875], [2.4141, -1.4705, 5.5823], [2.8071, -0.3824, 6.5646], [-2.8176, -2.6798, -3.1563], [-1.6227, -1.1343, 2.4351], [-1.1794, 3.5202, -0.0676], [1.6324, -2.7069, -0.5084], [-6.3596, -2.5066, -6.3023], [-3.6311, 0.2492, 1.0583], [-2.7992, -2.6705, -4.2567], [0.8371, 1.5712, 2.0437], [-4.4132, 2.9178, 0.9927], [-1.6119, -0.4796, -1.0287], [1.1850, -4.6483, 5.5277], [1.3525, -4.1903, 3.1016], [1.0825, -0.5251, -2.6130], [0.3520, 5.0503, 0.5107], [4.7521, 2.8662, 1.9729], [3.8407, 1.1138, -0.3729], [-5.7444, 3.9500, 1.7230], [-1.8995, -2.2903, -2.7083], [0.6163, -2.2081, -2.5664], [0.6861, 4.1900, -1.0129], [-2.9118, -3.7025, -2.7822], [-2.4911, 3.4460, -1.4697], [-4.4348, 4.6668, 0.7552], [6.0325, 2.2696, 0.9399], [-5.2857, -2.2029, -4.9265], [-3.8345, 5.2790, 3.0172], [4.9413, 1.1054, 1.7634], [1.8572, -2.8316, 7.1410], [0.5846, -3.1668, 1.4864], [-0.5356, 5.4690, -0.9786], [-3.2811, -0.8308, 3.6191], [2.9042, 3.4390, 1.2718], [4.6001, 2.6584, -0.7698], [-1.2781, 1.5960, 2.8759], [2.1902, -1.7495, -3.2420], [2.6825, 3.6632, -0.5015], [2.8957, -0.2472, 3.9066], [-0.5733, -1.5231, 3.9855], [-2.7289, 1.7427, 1.8721], [-4.0939, 3.5783, 3.6900], [2.4920, -4.2457, -1.2151], [0.8394, 3.3372, 1.7868], [-3.1211, -2.4216, 3.1233], [-3.2565, 1.4208, -0.2212]],
  "atomic_forces_ev_per_a": [[-1.76, -3.97, 2.60], [0.18, 0.07, 0.12], [1.42, -3.03, -1.49], [-1.95, 3.58, 0.43], [-0.02, 0.03, 0.11], [0.04, -0.03, 0.10], [-0.40, 0.02, 0.04], [0.16, 0.80, -0.23], [0.79, 0.70, 0.51], [1.44, 1.17, -0.53], [0.49, -0.37, 0.28], [-0.33, -0.44, 0.67], [0.01, 0.14, 0.00], [-0.03, 0.28, 0.19], [0.42, -0.18, 0.04], [-0.81, -1.78, 0.78], [0.17, 0.03, -0.13], [0.13, -0.12, 0.15], [0.01, 0.32, 0.16], [-0.04, 0.26, 0.20], [-0.23, 1.12, 0.50], [-0.90, -0.50, 0.64], [-0.65, 0.00, -0.02], [1.66, 0.75, -0.35], [-0.14, -0.22, -0.01], [0.24, -0.94, 0.83], [-0.14, -0.20, 0.07], [0.00, 0.04, -0.01], [0.21, -0.18, -1.13], [-0.34, -0.67, -0.31], [1.89, 2.08, 0.56], [1.21, 0.14, 1.53], [-0.05, -0.37, 0.50], [-0.10, -0.05, -0.05], [0.55, 0.18, 1.01], [0.08, -0.28, 0.05], [0.42, 0.88, -0.50], [0.13, 0.24, 0.02], [-0.08, -0.07, -0.13], [0.63, 0.88, 0.85], [-0.97, -0.06, -0.01], [0.40, 0.84, 0.43], [-0.18, 1.16, -0.66], [-0.33, -0.14, -0.27], [-0.01, 0.66, 0.16], [-0.09, -0.62, 0.16], [-1.91, -2.97, -1.26], [-0.29, 0.18, 0.05], [-0.28, -1.54, -0.96], [0.48, 1.38, -1.08], [-0.76, -2.04, -1.06], [-2.81, -1.07, 0.63], [1.33, 0.03, 0.18], [1.07, 2.92, -0.35], [0.48, -0.23, -1.12], [0.03, -0.81, -0.38], [-0.25, 0.49, 1.38], [0.73, -0.63, -1.59], [-0.49, -0.42, -1.15], [-0.37, -2.60, 0.65], [0.04, -0.58, 0.49], [0.62, 1.19, 0.78], [0.56, 0.26, -0.13], [-1.15, 0.11, 0.04], [0.02, 0.75, 0.93], [-0.73, -0.43, 0.64], [-0.17, 0.72, -0.81], [-0.33, 0.01, 0.15], [0.03, 0.05, -0.09], [0.14, -0.86, -0.25], [0.02, 0.11, 0.35], [0.06, 0.39, 0.12], [0.45, 3.17, -1.60], [0.16, 0.33, 0.10], [0.00, 0.06, -0.16], [0.09, -0.02, 0.22], [0.80, -0.16, 0.61], [0.04, 0.06, -0.28], [0.01, -0.05, -0.17], [-0.23, 0.14, 0.10], [1.13, 0.00, 0.08], [-0.02, 0.20, -0.50], [0.20, -0.13, 0.24], [-0.04, 0.13, 0.15], [-0.18, 0.05, -0.37], [-0.43, 0.18, -0.14], [0.06, -0.21, 0.07], [-0.09, -0.19, 0.08], [-0.02, -0.01, -0.02], [0.07, -0.24, 0.37], [0.19, 0.23, 0.01], [-0.31, 0.53, -0.56], [-0.68, 0.30, -0.29], [-0.02, -0.07, 0.18], [0.31, -0.74, 0.72], [-0.22, -0.21, 0.04], [-0.31, -0.17, -0.14], [-0.10, -0.15, -0.31], [-0.18, 0.03, 0.07], [-0.26, 0.14, 0.40], [0.18, -0.33, -0.29], [-0.06, 0.39, 0.50], [1.40, -0.15, -0.66], [0.57, 1.32, -0.32], [-0.33, -0.22, -0.72], [-0.80, -0.62, -1.01], [-0.70, 0.02, -0.28], [0.13, -0.18, -0.15]]
}



Entry 3:
{
  "formula": "CI3NS2",
  "method": "ωB97M-V with the def2-TZVPD basis set",
  "relative_energy_ev": 4.322,
  "e_lumo_ev": [-2.1, -1.7],
  "orbital_gap_ev": [6.86, 6.62],
  "symbols": ["I", "I", "I", "S", "S", "N", "C"],
  "positions_angstrom": [[-0.8251, 3.5139, 1.2772], [2.8014, -0.8434, 0.5847], [-1.6054, -2.0315, -1.7747], [0.0087, 1.1447, 1.4190], [-1.5335, 0.2805, -0.9399], [1.4266, -0.9344, -0.6956], [-0.4050, 0.1770, 0.2350]],
  "atomic_forces_ev_per_a": [[-0.10, 0.00, -0.11], [1.16, -0.06, 0.88], [-0.05, 0.52, 0.07], [0.29, -0.10, 0.06], [0.12, -0.68, -0.24], [-1.02, 0.07, -0.83], [-0.40, 0.26, 0.16]]
}



Entry 4:
{
  "formula": "C10H10N2OS",
  "method": "ωB97M-V with the def2-TZVPD basis set",
  "relative_energy_ev": 4.446,
  "e_lumo_ev": -0.2,
  "orbital_gap_ev": 8.36,
  "symbols": ["S", "O", "N", "N", "C", "C", "C", "C", "C", "C", "C", "C", "C", "C", "H", "H", "H", "H", "H", "H", "H", "H", "H", "H"],
  "positions_angstrom": [[-0.4654, 2.9522, 1.6486], [0.0647, 2.6166, 2.9597], [0.0736, 1.1437, -0.3891], [-0.6917, -1.0237, 1.7449], [-1.3581, 0.2347, 1.4315], [-0.5691, 1.2595, 0.7226], [0.6710, -0.1418, -2.3132], [-2.2959, 3.3351, 1.8756], [0.0178, 0.0006, -1.0800], [-0.8429, -2.2542, -1.4109], [-0.1486, -2.3432, -2.6219], [0.6350, -1.3161, -3.1168], [-0.8395, -1.1200, -0.6450], [-1.5428, -1.0442, 0.6302], [1.2917, -1.5152, -4.0098], [-2.4855, 2.4439, 2.4758], [-0.2794, -3.2282, -3.3108], [-2.4628, 4.3584, 2.2153], [-2.7868, 3.1383, 0.9033], [-2.2470, 0.5083, 1.9475], [-1.3455, -3.1319, -1.0304], [-2.5321, -1.6040, 0.8153], [-0.7022, -1.5729, 2.6246], [1.2829, 0.6883, -2.6067]],
  "atomic_forces_ev_per_a": [[-0.21, 0.44, -2.65], [0.16, -0.47, 1.57], [-0.68, 2.72, 2.75], [1.76, 0.56, 1.20], [0.42, -1.55, -0.54], [0.20, 1.36, -0.17], [0.51, -0.36, -0.07], [1.13, -1.88, -1.44], [-1.75, -4.37, -1.51], [-0.09, -0.29, -0.42], [-0.20, -1.10, -1.56], [0.22, 0.39, 1.03], [1.63, 1.17, -1.31], [-1.95, -1.41, 0.95], [-1.00, 0.74, 0.96], [-0.86, 0.86, 0.80], [0.25, 0.72, 1.27], [0.15, -0.51, 0.39], [0.22, 0.39, 0.33], [-0.31, 0.41, 0.66], [-0.34, -0.05, -0.15], [1.38, 0.96, -0.89], [-0.90, 0.91, -1.05], [0.25, 0.35, -0.17]]
}



Entry 5:
{
  "formula": "C2H5N4",
  "method": "ωB97M-V with the def2-TZVPD basis set",
  "charge": 1,
  "relative_energy_ev": 4.362,
  "e_lumo_ev": -4.9,
  "orbital_gap_ev": 9.41,
  "symbols": ["N", "N", "N", "N", "C", "C", "H", "H", "H", "H", "H"],
  "positions_angstrom": [[0.8020, 1.2333, 1.2510], [-0.5468, -1.8631, -2.0324], [0.9164, 0.9500, -0.0632], [-0.2049, 0.3983, -0.1299], [0.1676, -0.9668, -1.9253], [-0.4916, 0.6434, 1.3119], [-0.4276, -0.2956, 1.9584], [1.4159, 1.4525, 1.9890], [-1.1865, -2.5439, -1.5421], [0.8775, -0.3290, -2.2960], [-1.3220, 1.3209, 1.4784]],
  "atomic_forces_ev_per_a": [[-0.12, 1.10, -0.42], [-0.72, -1.33, 1.52], [1.36, 0.35, 1.99], [-1.90, -1.23, -1.41], [-2.26, -1.33, 0.33], [0.64, -1.98, 0.06], [-0.75, 1.15, -0.95], [1.37, 0.52, 0.22], [0.85, 1.12, -1.11], [1.71, 1.77, -0.40], [-0.16, -0.14, 0.16]]
}



Entry 6:
{
  "formula": "C6H8S",
  "method": "ωB97M-V with the def2-TZVPD basis set",
  "relative_energy_ev": 1.063,
  "e_lumo_ev": 0.9,
  "smiles": "C=CC1=CCCS1",
  "orbital_gap_ev": 8.77,
  "symbols": ["S", "C", "C", "C", "C", "C", "C", "H", "H", "H", "H", "H", "H", "H", "H"],
  "positions_angstrom": [[-1.6169, -0.9006, 0.3927], [-0.4469, -2.1989, -0.3235], [0.7818, -1.4388, -0.8236], [-0.8802, 1.7409, 0.5339], [-0.4203, 0.4380, 0.1857], [-0.0073, 2.6495, 0.9674], [0.7390, 0.0152, -0.2869], [-0.1840, -2.8970, 0.4516], [-1.9472, 2.0613, 0.6042], [1.6300, -1.9519, -0.4067], [1.0147, -1.4859, -1.9119], [1.0319, 2.3967, 0.9742], [-0.2740, 3.6488, 1.2782], [-0.9840, -2.8206, -1.0597], [1.5635, 0.7432, -0.5756]],
  "atomic_forces_ev_per_a": [[0.64, -0.37, -0.59], [-1.15, 0.57, -0.20], [0.72, 0.71, 0.28], [-0.48, 2.34, 1.33], [-1.18, -2.32, -0.21], [-0.19, 0.11, -0.29], [1.34, 0.17, -1.94], [0.15, 0.00, 0.56], [0.79, -0.95, -0.43], [0.65, -0.16, 0.33], [-0.77, 0.30, 0.51], [0.54, 0.01, 0.20], [-0.16, 0.00, -0.03], [0.20, 0.66, 0.00], [-1.10, -1.09, 0.47]]
}